Here is C25H29F3N4O4 in the gas phase from OMol25. Energies are from ωB97M-V/def2-TZVPD.

Summary:
E_HOMO   -7.9 eV
SMILES string   Cc1cc(C)c(NC(=O)CNC(=O)COC(=O)C2CCN(c3ccc(C(F)(F)F)cn3)CC2)c(C)c1
Electronic energy   -1789.7627 Ha
Kohn-Sham gap   8.27 eV

```
! wB97M-V def2-TZVPD RIJCOSX def2/J DEFGRID3
* xyz 0 1
C -5.09418 -2.08951 -0.92757
C -3.62863 -2.13810 -0.62412
C -2.69394 -1.60910 -1.50263
C -1.33399 -1.68420 -1.24505
C -0.90500 -2.31256 -0.07300
C -1.82287 -2.84789 0.83263
C -3.17513 -2.74076 0.54088
H -3.89402 -3.15401 1.23416
C -1.37486 -3.54672 2.07805
H -0.98260 -2.82463 2.79396
H -2.20449 -4.07836 2.53657
H -0.57848 -4.25698 1.85665
N 0.48960 -2.46544 0.13806
C 1.18366 -2.06521 1.21080
O 0.74444 -1.44364 2.15983
C 2.67510 -2.45510 1.13069
N 3.39937 -1.56169 0.25099
C 3.36019 -1.67863 -1.08580
O 2.77437 -2.56928 -1.66855
C 4.15131 -0.60100 -1.82768
H 5.16768 -0.95442 -2.01458
H 3.64691 -0.40398 -2.77884
O 4.27825 0.59868 -1.07344
C 3.17689 1.37540 -1.01492
O 2.15143 1.09546 -1.56997
C 3.42369 2.59312 -0.14631
C 2.46540 3.73609 -0.52597
H 1.95272 3.47108 -1.45156
H 3.01909 4.65987 -0.69080
C 1.41055 3.96112 0.56024
N 0.85094 2.70176 0.98661
C -0.42615 2.37428 0.68730
N -1.12861 3.29219 0.00589
C -2.38311 3.04979 -0.29651
C -3.04185 1.88137 0.06110
C -2.32579 0.91723 0.77675
C -1.01343 1.15726 1.09816
H -0.46444 0.42506 1.66469
H -2.80441 -0.00078 1.08043
C -4.46505 1.66806 -0.32390
F -5.18094 2.80913 -0.33348
F -4.60260 1.15124 -1.56666
F -5.11701 0.82651 0.49553
H -2.89153 3.83140 -0.84612
C 1.77342 1.74971 1.56715
H 1.59426 1.64939 2.64658
C 3.21852 2.18457 1.32261
H 3.89339 1.36826 1.58707
H 3.47421 3.03318 1.95789
H 1.60442 0.76762 1.11515
H 1.84739 4.47163 1.42522
H 0.59244 4.56515 0.17010
H 4.46826 2.88352 -0.28643
H 3.87027 -0.76896 0.65831
H 2.76731 -3.47276 0.74158
H 3.10852 -2.39582 2.12904
H 1.02341 -2.79040 -0.66400
C -0.34028 -1.10379 -2.20269
H 0.25937 -0.33279 -1.71977
H 0.34176 -1.86904 -2.57538
H -0.85003 -0.65592 -3.05114
H -3.03172 -1.12372 -2.40652
H -5.29443 -1.42701 -1.76484
H -5.65329 -1.74052 -0.06180
H -5.45568 -3.08643 -1.18067
*
```

Here is a molecular structure, C25H29F3N6O5STi from OMol25. Energies are from ωB97M-V/def2-TZVPD.

Summary:
E_HOMO (alpha / beta)   -6.0 / -7.3 eV
ΔE to the lowest compared entry with this formula, charge and spin   52.0 kJ/mol
Electronic energy   -3222.1884 Ha
Expectation value of S²   2.031
Kohn-Sham gap (alpha / beta)   6.17 / 7.37 eV

```
! wB97M-V def2-TZVPD RIJCOSX def2/J DEFGRID3
* xyz 0 3
Ti 0.17265 0.36998 0.13363
C -1.38415 3.58742 -2.27633
O -1.53434 2.35160 -1.61528
C -2.47597 1.47418 -2.08263
C -3.22086 1.69707 -3.22846
C -4.17771 0.76770 -3.63341
C -4.38320 -0.37608 -2.87920
C -3.63318 -0.59836 -1.73228
C -2.66081 0.30782 -1.31781
N -1.85525 0.12679 -0.18811
N -2.32296 -0.81407 0.65288
C -1.64875 -0.96053 1.84983
C -0.74778 -0.05436 2.43928
O -0.36082 1.07914 1.82425
C -0.20226 -0.32124 3.72506
C -0.50870 -1.44558 4.41523
C -1.39453 -2.41465 3.85049
C -1.70372 -3.60955 4.53439
C -2.54637 -4.53755 3.98761
C -3.11758 -4.29754 2.72437
C -2.83123 -3.14550 2.04064
C -1.96061 -2.17488 2.58569
H -2.31997 4.15262 -2.27428
H -0.62674 4.13279 -1.71547
H -1.04743 3.45408 -3.31129
H -3.07835 2.60002 -3.80555
H -4.75762 0.95370 -4.52629
H -5.13093 -1.09894 -3.17603
H -3.79525 -1.47698 -1.12468
H 0.47831 0.41978 4.12349
H -0.08106 -1.62611 5.39303
H -1.25712 -3.77901 5.50684
H -2.77403 -5.44990 4.52273
H -3.79033 -5.02570 2.28999
H -3.27703 -2.95452 1.07580
N 0.49672 0.29813 -2.13450
C 1.49134 -0.58807 -2.77164
C 1.13039 -2.04492 -2.54957
C 1.26111 -2.50497 -1.10943
N 0.25084 -1.87795 -0.23568
H -0.42843 0.08200 -2.50618
H 0.65739 1.26911 -2.38261
H 2.46742 -0.38398 -2.32615
H 1.55220 -0.38076 -3.84528
H 1.79535 -2.65780 -3.16158
H 0.11320 -2.23212 -2.91530
H 2.24575 -2.23391 -0.72603
H 1.17073 -3.59392 -1.05825
H 0.38822 -2.21787 0.71498
H -0.68569 -2.18630 -0.49644
F 5.62774 -1.18679 1.66201
C 4.29911 -1.27935 1.72306
F 3.93830 -2.47073 1.23288
F 3.92680 -1.22909 2.99524
S 3.54592 0.07399 0.74412
O 3.96489 1.29451 1.37601
O 3.98338 -0.13546 -0.61785
O 2.10162 -0.23506 0.92077
C 4.08080 4.33266 -0.52787
N 2.74272 3.82022 -0.28240
C 1.77596 4.37137 0.53130
C 0.77485 3.45587 0.60755
N 1.10642 2.35530 -0.15520
C 2.29789 2.61476 -0.65653
H 4.16786 5.30432 -0.04948
H 4.25166 4.44517 -1.59745
H 4.81233 3.65161 -0.09715
H 1.90107 5.33465 0.98904
H -0.14284 3.48381 1.16775
H 2.89265 1.93797 -1.25024
*
```

Here is a gas-phase ion, C25H29F6N4S (charge +1) from OMol25. Energies are from ωB97M-V/def2-TZVPD.

Summary:
E_HOMO   -11.3 eV
ΔE to the lowest compared entry with this formula, charge and spin   44.4 kJ/mol
SMILES string   FC(F)(F)c1cc(NC(=S)NC[C@H]2CCC[N@@H+]2[C@H](c2ccccc2)N2CCCC2)cc(C(F)(F)F)c1
Electronic energy   -2186.2385 Ha
Kohn-Sham gap   8.61 eV

```
! wB97M-V def2-TZVPD RIJCOSX def2/J DEFGRID3
* xyz 1 1
F -4.04016 -7.79161 -1.35890
C -4.40912 -6.72081 -0.58673
F -5.52532 -6.17949 -1.15603
F -4.78017 -7.21814 0.63613
C -3.28710 -5.73033 -0.45270
C -3.46591 -4.42760 -0.89001
C -2.43775 -3.49174 -0.71129
N -2.73167 -2.17482 -1.07931
C -1.83826 -1.13665 -1.20722
S -0.21288 -1.43688 -1.49118
N -2.46300 0.08997 -1.13329
C -1.79515 1.33268 -0.72074
C -0.42351 1.40493 -1.33516
C -0.38605 1.49314 -2.84807
C 0.78938 2.41404 -3.17813
C 1.22195 3.11134 -1.89396
N 0.28092 2.64837 -0.83125
C -1.23312 -3.87852 -0.12533
C -1.06295 -5.20782 0.26475
C 0.24188 -5.60755 0.89874
F 0.57823 -6.90295 0.63255
F 1.27663 -4.82056 0.46479
F 0.19359 -5.47749 2.26604
C -2.08240 -6.14399 0.12554
H -4.39875 -4.11329 -1.35809
H -3.71215 -1.98130 -1.29619
H -3.44122 0.03891 -0.85414
H -2.38716 2.19263 -1.09081
H -1.76657 1.40834 0.38278
H 0.27366 0.63125 -1.00160
H -0.25931 0.48099 -3.25376
H -1.34695 1.86288 -3.22738
H 1.63281 1.83598 -3.56919
H 0.53081 3.14283 -3.95308
H 2.23229 2.81955 -1.60892
H 1.15749 4.20866 -1.93604
H -0.43313 3.38283 -0.74403
H -0.41196 -3.17350 0.02979
H -1.94804 -7.16744 0.45709
C 2.52248 0.14401 2.70078
C 1.16429 -0.52211 2.47087
C 0.45231 0.30004 1.39180
N 1.40351 1.34730 0.92105
C 0.80938 2.60335 0.54327
C 1.73035 3.81792 0.71797
C 3.07328 3.78974 0.31249
C 3.87237 4.93177 0.42793
C 3.35074 6.08899 1.01669
C 2.03088 6.10112 1.47139
C 1.21475 4.97177 1.32006
C 2.55561 1.39091 1.81581
H 2.65818 0.43703 3.74455
H 3.33870 -0.52365 2.42658
H 1.27968 -1.55734 2.13386
H 0.56558 -0.53622 3.38801
H 0.17202 -0.36731 0.55937
H -0.48882 0.73764 1.76883
H -0.09773 2.70819 1.16626
H 3.51285 2.88101 -0.11967
H 4.90417 4.88537 0.07210
H 3.99389 6.96217 1.14974
H 1.62823 6.99079 1.96193
H 0.18319 4.98023 1.68315
H 2.55330 2.28904 2.45258
H 3.48697 1.43138 1.23693
*
```

Here is 2 unconnected molecules or ions with the total composition C25H29N2O from OMol25. Energies are from ωB97M-V/def2-TZVPD.

Summary:
E_HOMO   -9.0 eV
ΔE to the lowest compared entry with this formula, charge and spin   219.3 kJ/mol
Electronic energy   -1154.4861 Ha
Kohn-Sham gap   3.39 eV

```
! wB97M-V def2-TZVPD RIJCOSX def2/J DEFGRID3
* xyz 1 1
C 4.08950 -0.10707 -4.63514
C 3.39362 -0.87289 -3.57121
C 2.32698 -1.70070 -3.89340
C 1.67216 -2.41927 -2.92799
C 2.06566 -2.36028 -1.57272
C 1.33370 -3.14560 -0.64394
C 1.42460 -3.33201 0.76120
C 0.54611 -4.26484 1.36006
C 0.61967 -4.55548 2.70004
C 1.55399 -3.92985 3.50504
C 2.39873 -2.98019 2.96040
C 2.32850 -2.67164 1.62314
C 3.16973 -1.53350 -1.27026
C 3.80475 -0.80451 -2.24531
H 4.89199 0.49941 -4.21106
H 4.52166 -0.79035 -5.36952
H 3.39065 0.55504 -5.15084
H 2.02397 -1.77559 -4.92300
H 0.83952 -3.04355 -3.20386
H 0.55939 -3.73698 -1.10255
H -0.19813 -4.74707 0.74782
H -0.05305 -5.27857 3.12917
H 1.61343 -4.17348 4.55392
H 3.11618 -2.48211 3.59292
H 2.94206 -1.87387 1.26364
H 3.55815 -1.47506 -0.27671
H 4.64059 -0.17213 -1.99510
C -3.03276 -2.34130 3.79378
C -1.80166 -1.49791 3.58587
N -2.10361 -0.24075 2.90725
C -2.41040 0.97262 3.69217
C -1.16905 1.77804 4.00956
C -2.23631 -0.27105 1.50181
C -2.18159 0.93794 0.78888
N -2.25364 1.01703 -0.59763
C -2.84145 0.04090 -1.36355
C -2.89646 0.14579 -2.72268
C -2.31041 1.23625 -3.34083
C -1.69419 2.21557 -2.58305
C -1.69088 2.10794 -1.22284
O -2.33951 -1.36457 0.92394
H -2.81178 -3.27061 4.32130
H -3.78220 -1.79860 4.36961
H -3.48170 -2.59629 2.83340
H -1.29514 -1.28607 4.53106
H -1.07301 -2.02319 2.95956
H -3.14164 1.57270 3.13732
H -2.91953 0.66731 4.61260
H -1.39142 2.66802 4.60411
H -0.45299 1.17442 4.57081
H -0.67085 2.10929 3.09612
H -1.98191 1.84807 1.32104
H -3.24602 -0.81388 -0.85427
H -3.35834 -0.63216 -3.30799
H -2.29288 1.30048 -4.41584
H -1.17804 3.03059 -3.06723
H -1.18677 2.84152 -0.62057
*
```